59
Properties=species:S:1:pos:R:3:nbo_charge:R:1 method="wB97M-V/def2-TZVPD" fmax_ev_per_a=3.60 orbital_gap_ev=9.2 total_charge=0
C 1.260 -3.836 1.758 -0.262
O 2.161 -2.892 2.280 -0.527
C 1.762 -1.572 2.044 -0.072
C 0.467 -1.150 2.796 -0.479
C -0.658 -1.020 1.780 -0.073
O -1.962 -0.888 2.367 -0.519
C -2.573 -2.036 2.566 0.990
O -2.116 -2.966 3.095 -0.593
O -3.847 -2.016 2.141 -0.726
H 1.278 -3.863 0.664 0.160
H 0.235 -3.692 2.096 0.180
H 1.578 -4.803 2.122 0.195
H 1.638 -1.328 0.980 0.161
H 2.556 -0.927 2.395 0.191
H 0.588 -0.208 3.313 0.212
H 0.248 -1.941 3.511 0.240
H -0.492 -0.091 1.260 0.198
H -0.593 -1.803 1.028 0.184
H -3.853 -2.149 1.181 0.495
C 2.127 0.286 -2.162 -0.497
Br 1.660 0.846 -0.377 0.089
Br 1.022 -1.180 -2.758 0.074
Br 2.080 1.760 -3.395 0.106
H 3.145 -0.077 -2.128 0.230
C -2.318 -2.997 6.736 -0.496
Br -3.427 -1.633 7.525 0.084
Br -0.494 -2.409 6.548 0.090
Br -2.434 -4.661 7.703 0.087
H -2.695 -3.180 5.739 0.237
C -1.368 3.790 -5.170 -0.499
Br -2.472 5.157 -4.384 0.097
Br 0.446 4.399 -5.418 0.084
Br -1.446 2.148 -4.165 0.090
H -1.767 3.583 -6.150 0.225
C 5.941 -1.743 -0.122 -0.498
Br 5.480 -1.212 1.669 0.109
Br 4.837 -3.200 -0.736 0.095
Br 5.909 -0.262 -1.357 0.079
H 6.959 -2.102 -0.094 0.225
C -3.679 2.610 2.506 -0.496
Br -3.188 2.334 0.661 0.086
Br -2.223 2.193 3.693 0.096
Br -4.358 4.389 2.804 0.090
H -4.480 1.920 2.730 0.227
C -3.775 5.863 -8.647 -0.497
Br -4.803 7.243 -7.782 0.100
Br -1.938 6.388 -8.892 0.097
Br -3.905 4.188 -7.703 0.083
H -4.201 5.711 -9.628 0.227
C 7.326 3.498 0.243 -0.499
Br 8.363 2.029 0.940 0.088
Br 5.434 3.170 0.402 0.095
Br 7.829 5.172 1.053 0.094
H 7.549 3.574 -0.811 0.223
C -3.804 -3.706 -1.812 -0.501
Br -4.914 -2.332 -1.036 0.093
Br -1.963 -3.139 -1.901 0.091
Br -3.990 -5.377 -0.876 0.110
H -4.147 -3.861 -2.825 0.228

=====

27
Properties=species:S:1:pos:R:3:nbo_charge:R:1 method="wB97M-V/def2-TZVPD" smiles="C/C=C/C(N)=C/CC.O.O" fmax_ev_per_a=3.32 orbital_gap_ev=8.9 total_charge=0 e_above_lowest_kcal_mol=54.3
C 2.900 -1.255 1.668 -0.613
C 1.395 -1.015 1.649 -0.456
N -1.218 0.235 1.409 -0.852
C -0.184 0.556 0.517 0.118
C 1.041 -0.010 0.549 -0.237
C -0.407 2.581 -2.786 -0.673
C -0.113 1.520 -1.800 -0.146
C -0.455 1.583 -0.511 -0.257
H 3.364 -1.109 2.646 0.212
H 3.094 -2.325 1.479 0.212
H 3.508 -0.722 0.938 0.210
H 1.188 -0.310 2.493 0.192
H 0.658 -1.814 1.695 0.233
H -0.955 0.178 2.380 0.387
H -2.058 0.764 1.277 0.386
H 1.854 0.530 0.091 0.210
H -1.390 3.101 -2.703 0.222
H -0.531 2.229 -3.808 0.226
H 0.218 3.485 -2.805 0.227
H 0.446 0.653 -2.145 0.210
H -0.971 2.482 -0.164 0.195
H -1.597 -1.832 -2.160 0.469
H -1.825 -0.536 -1.363 0.475
O -2.144 -1.038 -2.125 -0.943
H -1.572 -1.972 1.305 0.478
H -2.407 -3.092 0.765 0.466
O -1.837 -2.868 1.505 -0.952

=====

60
Properties=species:S:1:pos:R:3:lowdin_spin:R:1 method="wB97M-V/def2-TZVPD" multiplicity=5 s2=6.03 fmax_ev_per_a=3.35 orbital_gap_ev="7.9 / 6.1" total_charge=+1
Co 0.535 0.456 -0.149 2.696
O 0.546 2.924 -3.387 0.080
C 0.475 2.327 -2.276 0.029
N 0.660 1.041 -1.984 0.155
C 0.807 0.075 -2.982 0.133
C 0.917 0.243 -4.397 -0.009
C 1.111 -0.882 -5.190 0.111
C 1.105 -2.148 -4.667 0.059
C 0.944 -2.336 -3.343 0.040
C 0.723 -1.237 -2.496 0.131
N 0.562 -1.250 -1.129 0.243
C 0.017 -2.312 -0.461 0.037
O -0.099 -3.495 -0.788 0.093
C -0.449 -1.890 0.915 0.008
C -1.105 -2.848 1.680 0.002
C -1.546 -2.476 2.941 0.001
C -1.328 -1.178 3.402 0.004
C -0.586 -0.354 2.611 0.004
N -0.194 -0.649 1.385 0.041
C 0.246 3.055 -1.005 0.010
C 0.215 4.440 -1.038 0.002
C 0.016 5.184 0.166 0.006
C -0.083 4.455 1.330 0.003
C -0.041 3.064 1.300 0.007
N 0.163 2.349 0.180 0.042
H 0.871 1.233 -4.820 -0.003
H 1.141 -0.791 -6.256 0.005
H 1.231 -3.015 -5.302 0.001
H 0.881 -3.322 -2.884 0.000
H -1.172 -3.869 1.296 0.001
H -1.969 -3.282 3.593 0.000
H -1.788 -0.810 4.296 0.000
H -0.261 0.674 2.851 0.000
H 0.450 4.837 -2.019 0.000
H -0.135 6.241 0.058 0.000
H -0.342 4.986 2.277 0.000
H -0.227 2.467 2.202 0.000
C -4.880 -1.938 -1.309 0.000
C -5.511 -0.587 -0.958 0.000
O -6.368 -0.162 -1.986 0.000
H -4.289 -2.382 -0.498 0.000
H -4.226 -1.704 -2.146 0.000
H -5.632 -2.613 -1.674 0.000
H -4.698 0.161 -0.819 0.000
H -6.072 -0.584 -0.001 0.000
H -7.102 0.223 -1.507 0.000
N 2.549 0.348 0.290 0.047
C 2.961 -0.019 1.653 0.001
C 3.179 -1.334 2.044 0.005
C 3.765 -1.596 3.280 -0.001
C 3.909 -0.567 4.205 0.006
C 3.523 0.728 3.893 -0.001
C 3.091 1.023 2.632 0.005
H 3.136 -0.252 -0.330 -0.001
H 2.767 1.344 0.133 0.002
H 2.943 -2.189 1.318 0.000
H 4.167 -2.596 3.572 0.000
H 4.357 -0.742 5.163 0.000
H 3.439 1.484 4.690 0.000
H 2.703 2.048 2.446 0.000

=====

13
Properties=species:S:1:pos:R:3:nbo_charge:R:1 method="wB97M-V/def2-TZVPD" fmax_ev_per_a=3.83 orbital_gap_ev=9.6 total_charge=0 e_above_lowest_kcal_mol=51.3
C -1.157 -0.282 -0.481 0.190
C -1.151 -1.022 0.598 -0.074
C 1.939 1.291 -0.378 0.160
C 0.138 0.343 -0.546 0.262
H -2.830 0.496 -1.141 0.494
H -1.824 -1.826 0.909 0.226
H 0.449 -1.639 1.807 0.407
H 2.844 1.828 -0.707 0.193
N 0.040 -0.867 1.345 -0.369
N 0.782 -0.055 0.519 -0.017
N 2.017 0.551 0.710 -0.306
N 0.865 1.258 -1.203 -0.491
O -2.112 -0.076 -1.432 -0.675

=====

14
Properties=species:S:1:pos:R:3:nbo_charge:R:1 method="wB97M-V/def2-TZVPD" smiles="C[C@@H](C=O)C(N)=O" fmax_ev_per_a=0.62 orbital_gap_ev=10.7 total_charge=0 e_above_lowest_kcal_mol=14.1
C -0.083 0.463 1.359 -0.621
C 0.502 -0.204 0.110 -0.434
C 0.586 -1.715 0.341 0.469
O -0.061 -2.283 1.187 -0.516
C -0.268 0.028 -1.197 0.690
O -0.502 -0.878 -1.977 -0.605
N -0.607 1.322 -1.453 -0.825
H -0.677 -0.291 1.880 0.252
H 0.711 0.811 2.025 0.218
H -0.744 1.305 1.144 0.202
H 1.522 0.153 -0.096 0.236
H 1.299 -2.271 -0.293 0.128
H -0.500 2.049 -0.765 0.396
H -1.176 1.511 -2.264 0.408

=====

51
Properties=species:S:1:pos:R:3:nbo_charge:R:1 method="wB97M-V/def2-TZVPD" smiles="CCc1nnc(NC(=O)CN2C(=O)N[C@]3(C[C@H](C)CC(C)(C)C3)C2=O)s1" fmax_ev_per_a=1.60 orbital_gap_ev=9.7 total_charge=0 e_above_lowest_kcal_mol=8.9
C -7.166 1.455 -0.934 -0.595
H -7.223 0.604 -1.606 0.218
H -6.814 1.101 0.030 0.220
H -8.158 1.882 -0.816 0.210
C -6.210 2.503 -1.490 -0.452
C -4.842 1.960 -1.662 0.082
N -4.466 0.778 -1.355 -0.254
N -3.191 0.509 -1.603 -0.333
C -2.538 1.498 -2.107 0.254
N -1.227 1.523 -2.476 -0.624
C -0.193 0.659 -2.190 0.707
O 0.923 0.936 -2.554 -0.574
C -0.517 -0.602 -1.407 -0.347
N 0.424 -0.676 -0.316 -0.462
C 1.301 -1.688 -0.076 0.717
O 1.358 -2.737 -0.665 -0.585
C 2.184 -1.232 1.090 0.038
N 1.627 0.073 1.368 -0.629
C 0.642 0.428 0.521 0.804
O 0.030 1.464 0.462 -0.626
H 2.022 0.721 2.026 0.419
C 2.028 -2.228 2.247 -0.400
H 1.014 -2.147 2.645 0.218
H 2.135 -3.223 1.808 0.231
C 3.045 -2.081 3.389 -0.045
C 2.743 -0.866 4.270 -0.606
H 3.355 -0.902 5.169 0.213
H 2.956 0.071 3.766 0.189
H 1.698 -0.864 4.571 0.214
C 2.942 -3.334 4.268 -0.595
H 3.134 -4.233 3.687 0.209
H 1.947 -3.413 4.701 0.209
H 3.666 -3.291 5.078 0.208
C 4.464 -1.999 2.807 -0.393
C 4.625 -0.919 1.737 -0.218
C 6.053 -0.913 1.196 -0.594
H 6.172 -0.141 0.440 0.211
H 6.764 -0.723 1.997 0.209
H 6.293 -1.874 0.745 0.205
C 3.637 -1.169 0.600 -0.405
H 3.864 -2.124 0.122 0.226
H 3.721 -0.385 -0.157 0.225
H 4.427 0.064 2.175 0.188
H 5.172 -1.816 3.618 0.209
H 4.714 -2.963 2.360 0.204
H -0.354 -1.482 -2.036 0.264
H -1.546 -0.586 -1.039 0.271
H -0.914 2.379 -2.921 0.422
S -3.534 2.937 -2.343 0.297
H -6.566 2.869 -2.458 0.222
H -6.161 3.366 -0.818 0.224

=====

13
Properties=species:S:1:pos:R:3:nbo_charge:R:1 method="wB97M-V/def2-TZVPD" smiles=CSC.N fmax_ev_per_a=4.16 orbital_gap_ev=9.2 total_charge=0 e_above_lowest_kcal_mol=23.0
N 1.392 -4.359 -2.054 -1.042
H 1.147 -4.495 -3.002 0.348
H 1.262 -3.423 -1.916 0.343
H 0.621 -4.778 -1.502 0.350
C -1.837 2.181 0.646 -0.735
S -0.829 1.502 1.998 0.159
C 0.813 1.469 1.228 -0.735
H -1.843 3.320 0.871 0.212
H -2.929 1.894 0.574 0.239
H -1.247 1.985 -0.173 0.205
H 1.298 2.431 1.578 0.212
H 1.508 0.652 1.522 0.237
H 0.642 1.620 0.231 0.206

=====

136
Properties=species:S:1:pos:R:3:lowdin_charge:R:1 method="wB97M-V/def2-TZVPD" fmax_ev_per_a=5.27 orbital_gap_ev=8.9 total_charge=0 e_above_lowest_kcal_mol=0.0
C -11.836 -6.012 -3.704 -0.265
S -11.320 -4.895 -5.026 0.832
O -9.821 -4.949 -5.080 -0.552
C -11.836 -5.932 -6.452 -0.241
H -11.517 -7.053 -3.778 0.061
H -12.913 -5.890 -3.583 0.045
H -11.355 -5.722 -2.767 0.053
H -11.017 -6.603 -6.696 0.060
H -12.144 -5.264 -7.255 0.008
H -12.765 -6.456 -6.216 0.036
C -15.137 -9.172 -7.896 -0.240
S -16.205 -7.718 -7.497 0.850
O -15.486 -6.648 -6.746 -0.591
C -16.202 -7.085 -9.229 -0.241
H -14.119 -8.789 -7.971 0.053
H -15.417 -9.641 -8.836 0.048
H -15.212 -9.892 -7.085 0.045
H -16.339 -7.990 -9.821 0.039
H -15.353 -6.490 -9.556 0.045
H -17.108 -6.500 -9.401 0.043
C -11.650 -6.219 -9.907 -0.293
S -11.051 -6.327 -11.595 0.832
O -11.918 -7.218 -12.456 -0.573
C -11.351 -4.543 -12.027 -0.226
H -11.357 -7.097 -9.335 0.045
H -12.735 -6.099 -9.874 0.044
H -11.214 -5.333 -9.443 0.049
H -11.233 -4.428 -13.100 0.043
H -10.505 -4.090 -11.507 0.048
H -12.287 -4.156 -11.630 0.029
C -16.639 -4.143 -4.532 -0.224
S -18.291 -3.854 -5.259 0.886
O -18.576 -2.420 -4.929 -0.545
C -17.920 -3.938 -7.038 -0.259
H -16.121 -5.004 -4.958 0.034
H -16.863 -4.355 -3.487 0.052
H -16.024 -3.251 -4.634 0.038
H -18.791 -3.785 -7.670 0.073
H -17.430 -4.892 -7.252 0.027
H -17.127 -3.240 -7.319 0.000
C -12.428 2.393 -7.084 -0.066
C -11.888 1.222 -6.538 -0.065
C -10.714 0.656 -7.015 -0.098
C -10.051 1.331 -8.061 -0.066
C -10.555 2.502 -8.585 -0.109
C -11.719 3.053 -8.086 -0.109
H -13.382 2.736 -6.711 0.096
H -12.427 0.718 -5.744 0.089
H -10.410 -0.317 -6.659 0.021
H -9.198 0.837 -8.511 0.110
H -10.069 3.072 -9.366 0.097
H -12.161 3.932 -8.538 0.098
C -14.314 3.480 -12.225 -0.091
C -13.405 2.976 -11.306 -0.100
C -13.582 1.708 -10.738 -0.072
C -14.629 0.907 -11.180 -0.079
C -15.508 1.357 -12.170 -0.081
C -15.331 2.631 -12.685 -0.098
H -14.204 4.451 -12.687 0.101
H -12.598 3.631 -11.000 0.098
H -12.933 1.360 -9.945 0.085
H -14.723 -0.120 -10.850 0.065
H -16.291 0.777 -12.639 0.100
H -15.898 2.967 -13.544 0.099
C -12.847 -1.883 -8.239 -0.096
C -12.933 -1.536 -9.569 -0.056
C -13.846 -2.231 -10.361 -0.108
C -14.608 -3.266 -9.837 -0.103
C -14.521 -3.566 -8.478 -0.112
C -13.594 -2.911 -7.680 -0.097
H -12.171 -1.351 -7.579 0.099
H -12.297 -0.809 -10.058 0.092
H -13.998 -2.028 -11.415 0.101
H -15.292 -3.812 -10.476 0.110
H -15.153 -4.359 -8.094 0.083
H -13.553 -3.267 -6.659 0.102
C -12.404 -1.859 -17.604 -0.088
C -11.299 -2.070 -16.774 -0.100
C -11.419 -1.958 -15.423 -0.110
C -12.668 -1.721 -14.844 -0.107
C -13.785 -1.671 -15.639 -0.095
C -13.671 -1.783 -17.036 -0.087
H -12.399 -1.795 -18.684 0.099
H -10.337 -2.286 -17.223 0.103
H -10.553 -1.937 -14.772 0.105
H -12.788 -1.555 -13.781 0.089
H -14.786 -1.610 -15.230 0.098
H -14.546 -1.749 -17.670 0.098
O -12.899 -1.480 -4.745 0.083
C -13.910 -1.175 -4.147 -0.456
O -14.776 -0.323 -4.632 -0.063
C -15.813 0.061 -3.687 -0.072
C -15.722 -1.065 -2.646 -0.132
C -14.288 -1.563 -2.741 -0.061
H -16.728 0.068 -4.274 0.118
H -15.577 1.055 -3.311 0.141
H -16.446 -1.859 -2.822 0.093
H -15.903 -0.669 -1.647 0.115
H -14.241 -2.635 -2.544 0.119
H -13.799 -1.114 -1.877 0.131
O -15.156 1.258 -5.691 0.098
C -15.605 0.360 -6.337 -0.449
O -16.775 -0.242 -5.953 -0.022
C -17.094 -1.367 -6.795 -0.185
C -16.269 -1.073 -8.058 -0.117
C -15.039 -0.377 -7.540 -0.050
H -18.145 -1.479 -7.037 0.125
H -16.653 -2.246 -6.320 0.062
H -16.931 -0.473 -8.684 0.133
H -15.983 -1.990 -8.576 0.075
H -14.588 0.350 -8.215 0.123
H -14.224 -1.041 -7.245 0.076
O -10.834 -0.251 -12.004 0.107
C -10.661 0.827 -12.481 -0.471
O -9.797 1.736 -11.916 0.006
C -9.631 2.864 -12.818 -0.140
C -10.855 2.837 -13.713 -0.162
C -11.282 1.399 -13.735 -0.077
H -8.694 2.697 -13.355 0.123
H -9.483 3.820 -12.317 0.122
H -10.547 3.112 -14.723 0.117
H -11.615 3.545 -13.393 0.097
H -10.803 0.912 -14.587 0.128
H -12.350 1.194 -13.745 0.123
O -6.747 -0.103 -3.741 0.113
C -7.697 -0.540 -4.326 -0.482
O -8.782 -1.040 -3.695 0.045
C -9.714 -1.589 -4.643 -0.144
C -9.035 -1.559 -5.999 -0.163
C -7.934 -0.541 -5.822 -0.064
H -10.619 -0.982 -4.613 0.102
H -9.986 -2.600 -4.347 0.083
H -9.712 -1.268 -6.801 0.066
H -8.624 -2.554 -6.177 0.124
H -8.246 0.491 -6.011 0.123
H -7.008 -0.714 -6.365 0.130

=====

14
Properties=species:S:1:pos:R:3:nbo_charge:R:1 method="wB97M-V/def2-TZVPD" fmax_ev_per_a=4.95 orbital_gap_ev=9.6 total_charge=+1 e_above_lowest_kcal_mol=161.6
C -1.333 0.801 0.488 -0.404
C 0.133 -1.604 0.121 -0.376
C -0.909 0.257 -0.856 -0.168
C -0.925 -0.620 0.274 0.056
C 0.481 -0.295 -0.594 0.024
N 1.481 0.594 0.079 -0.701
H -0.722 1.527 1.014 0.191
H -2.391 0.935 0.659 0.262
H 0.708 -1.903 0.993 0.241
H -0.084 -2.431 -0.546 0.265
H -1.644 0.315 -2.279 0.255
H 2.407 0.160 -0.015 0.459
H 1.304 0.773 1.083 0.437
H 1.495 1.492 -0.421 0.459

=====

18
Properties=species:S:1:pos:R:3:nbo_charge:R:1 method="wB97M-V/def2-TZVPD" fmax_ev_per_a=3.68 orbital_gap_ev=9.3 total_charge=0 e_above_lowest_kcal_mol=26.3
C -1.603 -1.863 1.574 -0.480
C -1.378 -1.735 0.237 -0.384
C -0.148 1.169 -2.068 -1.140
C 0.066 1.510 1.263 -1.158
C 1.670 -0.378 -0.490 0.607
F 2.630 0.409 0.123 -0.362
F 1.859 -1.608 0.076 -0.333
F 2.016 -0.521 -1.791 -0.340
Si 0.006 0.521 -0.325 1.457
H -2.098 -2.699 2.003 0.195
H -1.037 -1.174 2.267 0.184
H -1.885 -2.355 -0.519 0.183
H -0.838 2.006 -2.123 0.245
H 0.908 1.470 -2.352 0.263
H -0.453 0.453 -2.786 0.265
H 0.677 2.406 1.210 0.262
H -0.975 1.622 1.738 0.269
H 0.583 0.769 1.963 0.266

=====

68
Properties=species:S:1:pos:R:3:lowdin_spin:R:1 method="wB97M-V/def2-TZVPD" multiplicity=2 s2=0.75 fmax_ev_per_a=3.08 orbital_gap_ev="8.8 / 9.5" total_charge=0 e_above_lowest_kcal_mol=29.5
C 0.253 -4.559 1.476 0.000
C 0.894 -4.078 0.100 0.000
C -0.176 -3.862 -1.036 0.000
O -0.058 -2.531 -1.516 0.007
C -1.128 -1.705 -1.065 0.001
C -0.898 -0.190 -1.414 0.001
C -2.325 0.373 -1.804 0.000
C -3.293 0.561 -0.596 0.000
C -4.208 -0.669 -0.273 0.000
C -5.602 -0.649 -1.032 0.000
N -5.979 -1.977 -1.540 0.000
C -0.260 0.585 -0.212 -0.001
C 1.299 0.490 -0.089 0.029
C 1.593 -0.185 1.318 0.005
C 1.867 1.945 0.020 0.019
N 1.953 -0.367 -1.092 0.367
O 3.226 -0.404 -0.958 0.512
C 1.535 -0.118 -2.480 0.028
C 2.027 -1.374 -3.314 0.005
C 2.270 1.102 -3.154 0.019
C -0.008 0.006 -2.691 -0.001
H -0.809 -4.818 1.312 0.000
H 0.372 -3.757 2.223 0.000
H 0.807 -5.476 1.761 0.000
H 1.386 -3.101 0.254 0.000
H 1.692 -4.775 -0.228 0.000
H -1.209 -4.107 -0.711 0.000
H 0.089 -4.570 -1.852 0.000
H -1.281 -1.882 0.021 0.000
H -2.037 -2.019 -1.632 0.000
H -2.149 1.354 -2.290 0.000
H -2.778 -0.276 -2.587 0.000
H -2.807 0.878 0.345 0.000
H -3.984 1.392 -0.872 0.000
H -3.726 -1.655 -0.402 0.000
H -4.457 -0.592 0.812 0.000
H -6.365 -0.307 -0.313 0.000
H -5.504 0.032 -1.900 0.000
H -5.872 -2.680 -0.819 0.000
H -5.424 -2.217 -2.351 0.000
H -0.708 0.155 0.711 0.000
H -0.596 1.640 -0.246 0.000
H 2.624 0.110 1.595 0.000
H 1.433 -1.275 1.301 0.000
H 0.930 0.321 2.052 0.000
H 2.962 1.991 -0.097 0.003
H 1.544 2.355 1.021 0.001
H 1.322 2.558 -0.731 0.000
H 3.064 -1.221 -3.689 0.000
H 2.047 -2.292 -2.701 -0.001
H 1.401 -1.495 -4.220 0.000
H 1.854 2.062 -2.789 0.000
H 3.365 1.034 -3.059 0.003
H 2.030 1.008 -4.238 0.001
H -0.390 -0.636 -3.511 0.000
H -0.195 1.051 -3.036 0.000
O 0.301 4.176 2.751 0.000
C 1.199 4.024 3.530 0.000
O 1.379 2.902 4.270 0.000
C 2.477 3.092 5.176 0.000
C 3.309 4.202 4.566 0.000
C 2.254 5.047 3.868 0.000
H 2.075 3.363 6.156 0.000
H 3.035 2.162 5.271 0.000
H 3.900 4.750 5.299 0.000
H 3.995 3.786 3.825 0.000
H 1.822 5.795 4.535 0.000
H 2.643 5.518 2.968 0.000